# 1
{"formula": "C22H21BIrN6", "method": "the ωB97M-V functional and the def2-TZVPD basis", "species": ["Ir", "N", "N", "N", "N", "N", "N", "C", "C", "C", "C", "C", "C", "C", "C", "C", "C", "C", "C", "C", "C", "C", "C", "C", "C", "C", "C", "C", "C", "B", "H", "H", "H", "H", "H", "H", "H", "H", "H", "H", "H", "H", "H", "H", "H", "H", "H", "H", "H", "H", "H"], "xyz": [[-0.27443, 0.15916, 0.39356], [0.97174, -0.50770, -1.18181], [0.57495, -1.16899, -2.27665], [-1.93639, -0.33170, -0.64026], [-2.01200, -0.88890, -1.86005], [1.31342, 0.87029, 1.52321], [-0.21916, 2.24280, -0.25256], [1.65080, -1.56104, -2.97832], [-0.06686, -3.55768, 1.22848], [3.00808, 4.23379, 1.44687], [0.83288, 2.93705, 0.28948], [-0.63639, -2.53183, 2.02829], [2.79045, -1.12955, -2.33500], [-0.65894, -5.22103, 2.87585], [1.10609, 4.26897, -0.03403], [-0.79140, 4.21227, -1.49289], [-0.57921, -1.20918, 1.57447], [-1.23463, -4.22648, 3.66946], [1.66295, 2.24926, 1.22031], [-0.08160, -4.87059, 1.65533], [-1.22783, -2.90914, 3.26197], [2.22074, 4.90777, 0.56887], [-4.09072, -0.45345, -1.21480], [-3.17895, -0.05879, -0.23709], [-3.30235, -0.97506, -2.21888], [2.30453, -0.46367, -1.21089], [0.24147, 4.90740, -0.96510], [-0.98825, 2.85448, -1.10808], [2.72128, 2.88148, 1.77950], [-0.87941, -1.45258, -2.79293], [3.85947, 4.72358, 1.89993], [-0.66453, -6.25302, 3.20171], [2.85825, 0.03475, -0.43129], [2.12611, 0.27444, 1.39273], [0.37308, -3.28861, 0.27409], [0.42113, 5.94008, -1.24048], [-1.02044, -2.65276, -2.88902], [-1.80377, 2.26717, -1.51736], [-3.56249, -1.40801, -3.17105], [-1.67777, -2.14057, 3.87916], [1.52206, -2.12057, -3.89056], [-1.46716, 4.66278, -2.20650], [3.81418, -1.27619, -2.63223], [2.43459, 5.93966, 0.31747], [-3.33352, 0.38024, 0.73335], [-5.16412, -0.37953, -1.18934], [1.02951, 0.76505, 2.49305], [-1.69310, -4.49104, 4.61489], [-1.00165, -0.89993, -3.86800], [3.35113, 2.35168, 2.48578], [0.35819, -5.63660, 1.02741]], "atomic_forces_ev_per_a": [[-0.49, -1.12, 0.82], [0.29, 0.67, -0.69], [-0.02, -0.07, -0.04], [-0.34, 0.04, -0.20], [-0.02, -0.06, -0.07], [0.57, 0.13, 0.13], [0.39, -0.01, -0.21], [-0.16, -0.04, -0.03], [0.10, -0.26, -0.05], [0.08, -0.41, 0.23], [0.07, -0.44, 0.29], [-0.11, 0.62, -0.03], [0.04, 0.07, 0.11], [-0.02, -0.01, 0.04], [0.04, 0.25, -0.07], [-0.36, -0.58, -0.04], [-0.01, -0.11, 0.02], [0.03, 0.05, -0.08], [-0.54, 0.04, -0.34], [0.02, 0.12, -0.07], [-0.09, -0.02, 0.13], [-0.23, 0.08, -0.21], [0.00, 0.07, 0.11], [-0.14, -0.09, -0.01], [0.14, 0.00, -0.10], [0.11, -0.08, -0.01], [0.35, 0.18, 0.21], [-0.22, 0.50, -0.34], [0.45, 0.43, 0.17], [-0.05, 0.02, 0.00], [-0.01, -0.04, 0.02], [-0.01, 0.01, 0.00], [0.03, 0.01, -0.07], [0.05, -0.04, 0.13], [-0.02, -0.02, 0.04], [0.02, -0.03, 0.02], [0.03, 0.10, 0.04], [0.02, 0.06, -0.03], [0.01, 0.02, 0.03], [0.01, -0.02, -0.01], [0.00, 0.02, 0.03], [-0.01, -0.04, 0.01], [-0.02, 0.00, 0.02], [-0.02, -0.02, -0.01], [0.01, 0.00, -0.01], [0.04, 0.00, 0.01], [-0.03, 0.04, 0.06], [0.00, 0.01, -0.01], [0.02, -0.07, 0.08], [0.00, 0.05, -0.01], [-0.01, 0.00, 0.01]], "mulliken_spin": [-0.11, -0.02, 0.00, 0.02, 0.00, 0.05, 0.03, 0.00, 0.21, 0.00, -0.01, -0.10, 0.00, 0.24, 0.00, 0.00, 0.70, -0.12, -0.01, -0.11, 0.22, 0.00, 0.00, -0.01, 0.00, 0.00, 0.00, 0.00, 0.00, 0.00, 0.00, 0.02, 0.00, 0.00, 0.03, 0.00, 0.00, 0.00, 0.00, 0.01, 0.00, 0.00, 0.00, 0.00, 0.00, 0.00, -0.02, -0.01, 0.00, 0.00, -0.01], "multiplicity": 2, "e_above_lowest_ev": 1.025, "energy_ha": -1308.62717, "s2": 0.81, "gap_ev": [4.854, 6.121], "e_homo_ev": [-5.40, -6.67]}

# 2
{"formula": "C17H36N2O", "method": "the ωB97M-V functional and the def2-TZVPD basis", "species": ["O", "N", "N", "C", "C", "C", "C", "C", "C", "C", "C", "C", "C", "C", "C", "C", "C", "C", "C", "C", "H", "H", "H", "H", "H", "H", "H", "H", "H", "H", "H", "H", "H", "H", "H", "H", "H", "H", "H", "H", "H", "H", "H", "H", "H", "H", "H", "H", "H", "H", "H", "H", "H", "H", "H", "H"], "xyz": [[2.00776, 2.53993, 0.79756], [-1.33379, -0.52715, 0.50324], [1.52365, -0.34474, 0.18739], [0.36357, 1.64789, -0.70629], [0.88172, -0.38403, 1.48319], [4.46964, -0.27507, 0.02524], [-2.68548, -1.05769, 0.53606], [1.64948, 2.45937, -0.56554], [2.26940, -1.53080, -0.19062], [3.57892, -1.13134, -0.88156], [0.61335, 0.13777, -0.83514], [-3.70658, -0.04085, 0.00677], [-5.32953, -1.63181, -1.16418], [-0.73047, -0.61341, -0.81160], [5.19513, -1.12879, 1.06201], [-3.65435, 1.22122, 0.87684], [-5.11425, -0.64727, -0.01993], [-0.45022, -1.14182, 1.47560], [5.48731, 0.50539, -0.80458], [-4.20709, 2.45606, 0.17633], [2.91282, 2.85822, 0.86696], [-0.26362, 1.84197, 0.16171], [2.44892, 1.98437, -1.14751], [1.48869, 3.47479, -0.96167], [5.85255, -1.84571, 0.57285], [-2.61105, 1.40029, 1.14028], [-4.20925, 1.04273, 1.80077], [1.08929, -0.04147, -1.80653], [-1.40232, -0.16677, -1.54564], [1.56517, -0.83684, 2.20423], [-4.66215, -2.48586, -1.08156], [-0.17312, 1.97891, -1.59651], [-5.30707, -1.14710, 0.93254], [-2.93467, -1.27700, 1.57817], [-4.14331, 3.32205, 0.83127], [4.48889, -1.67621, 1.68024], [4.98884, 1.15913, -1.51768], [1.70079, -2.19456, -0.86072], [3.33598, -0.56203, -1.78118], [-3.43224, 0.23735, -1.01532], [-0.91138, -1.07594, 2.46392], [-6.35268, -2.00152, -1.15657], [-5.24953, 2.32057, -0.10372], [4.11341, -2.03171, -1.19221], [-2.75725, -2.00110, -0.03107], [-0.27301, -2.21105, 1.24607], [6.12814, -0.17748, -1.35961], [6.11779, 1.11727, -0.16260], [0.70243, 0.64851, 1.78874], [-5.14832, -1.14738, -2.12148], [2.50140, -2.10234, 0.70987], [-3.63579, 2.66738, -0.72509], [-5.84279, 0.15933, -0.12037], [5.79888, -0.50221, 1.71498], [-0.56665, -1.67036, -1.10291], [3.81400, 0.42894, 0.54654]], "atomic_forces_ev_per_a": [[0.12, 0.06, 0.43], [0.06, -0.18, 0.05], [-0.02, -0.09, 0.00], [0.54, -0.08, 0.02], [-0.24, -0.13, 0.18], [0.21, -0.12, -0.19], [-0.09, 0.17, -0.24], [-0.31, 0.11, -0.45], [0.23, -0.01, -0.30], [-0.17, 0.12, 0.38], [-0.34, 0.17, -0.17], [-0.05, -0.06, 0.49], [-0.05, 0.07, 0.20], [0.24, 0.02, -0.18], [-0.20, 0.18, -0.09], [0.04, 0.03, -0.30], [0.21, 0.04, -0.31], [0.27, 0.12, 0.11], [-0.23, -0.05, 0.20], [0.02, -0.16, 0.20], [-0.06, 0.00, -0.01], [-0.13, 0.10, 0.00], [0.01, 0.00, -0.02], [0.05, -0.18, -0.01], [0.10, -0.11, -0.04], [-0.04, 0.01, 0.10], [0.00, -0.06, 0.11], [-0.03, 0.00, 0.04], [0.00, -0.04, -0.06], [0.02, 0.05, 0.01], [0.05, -0.12, -0.06], [-0.09, 0.04, 0.00], [-0.04, 0.06, 0.10], [-0.03, -0.03, 0.01], [-0.04, 0.14, 0.00], [-0.04, -0.13, 0.14], [-0.02, 0.09, -0.12], [0.00, -0.03, 0.13], [-0.02, 0.00, -0.12], [0.01, 0.01, -0.08], [0.00, -0.04, -0.01], [-0.07, -0.09, -0.07], [-0.12, 0.06, -0.07], [0.07, -0.04, -0.11], [0.02, -0.03, 0.09], [-0.04, 0.01, 0.03], [0.12, -0.06, -0.10], [0.12, 0.08, 0.03], [-0.03, -0.05, 0.15], [0.01, 0.01, -0.13], [-0.06, -0.05, 0.01], [0.05, 0.06, -0.12], [-0.05, 0.02, 0.10], [0.08, 0.02, 0.11], [-0.06, 0.06, 0.02], [0.01, 0.01, -0.05]], "lowdin_charge": [-0.07, -0.17, -0.14, -0.12, -0.15, -0.44, -0.17, -0.25, -0.19, -0.16, -0.29, -0.34, -0.10, -0.14, -0.07, -0.23, -0.23, -0.16, -0.08, -0.10, 0.09, 0.11, 0.11, 0.11, 0.08, 0.10, 0.12, 0.15, 0.12, 0.12, 0.06, 0.12, 0.11, 0.13, 0.07, 0.07, 0.07, 0.12, 0.10, 0.13, 0.12, 0.07, 0.06, 0.12, 0.12, 0.13, 0.08, 0.07, 0.11, 0.07, 0.11, 0.07, 0.10, 0.08, 0.12, 0.11], "e_above_lowest_ev": 0.226, "smiles": "CCC(CC)CN1CCN(CCC(C)C)[C@H](CCO)C1", "energy_ha": -854.08714, "gap_ev": 8.720, "e_homo_ev": -7.84}